Record 1
{
  "formula": "C2H12N2O3",
  "method": "wB97M-V/def2-TZVPD",
  "elements": ["C", "N", "C", "N", "H", "H", "H", "H", "H", "H", "O", "H", "H", "O", "H", "H", "O", "H", "H"],
  "positions_angstrom": [[-2.990, 0.461, 0.446], [-2.005, 0.473, -0.612], [-2.361, 0.546, -1.822], [-3.595, 0.168, -2.345], [-3.646, -0.416, 0.478], [-3.656, 1.333, 0.397], [-2.462, 0.556, 1.384], [-1.577, 0.770, -2.545], [-4.308, 0.162, -1.628], [-3.909, 0.692, -3.148], [2.459, -2.188, 0.077], [2.501, -1.794, -0.799], [2.012, -3.034, -0.029], [2.199, -1.999, 6.583], [2.156, -2.340, 5.679], [2.296, -1.037, 6.530], [5.263, 2.414, -2.901], [5.995, 2.209, -3.492], [5.629, 3.023, -2.253]],
  "atomic_forces_ev_per_a": [[-0.37, -0.14, -0.05], [0.22, 1.03, 0.06], [0.28, -0.96, -0.03], [-0.18, 0.75, 0.37], [0.18, -0.17, 0.03], [0.04, 0.03, -0.21], [0.03, -0.23, 0.31], [-0.19, -0.13, -0.22], [-0.13, -0.12, -0.12], [0.12, -0.07, -0.15], [0.05, -0.08, 0.14], [-0.07, -0.05, -0.02], [0.02, 0.13, -0.10], [0.01, 0.09, 0.00], [0.04, 0.33, 0.20], [-0.04, -0.42, -0.22], [0.01, 0.00, -0.02], [-0.01, 0.01, 0.02], [-0.01, -0.02, -0.01]],
  "mulliken_charge": [-0.91, -0.42, 0.07, -0.48, 0.32, 0.33, 0.26, 0.34, 0.26, 0.24, -0.64, 0.32, 0.32, -0.65, 0.33, 0.32, -0.64, 0.32, 0.32],
  "homo_ev": -9.204,
  "gap_ev": 10.048,
  "relative_energy_ev": 1.222,
  "smiles": "C/N=C\\N.O.O.O"
}


Record 2
{
  "formula": "C5H11NO",
  "method": "wB97M-V/def2-TZVPD",
  "elements": ["C", "C", "C", "N", "C", "C", "O", "H", "H", "H", "H", "H", "H", "H", "H", "H", "H", "H"],
  "positions_angstrom": [[0.542, 1.954, 1.111], [0.660, 1.298, -0.309], [1.244, -0.071, -0.282], [0.296, -0.948, 0.472], [-0.924, -1.527, 0.330], [-1.468, -1.736, -1.083], [-1.631, -1.677, 1.307], [1.444, 2.037, 1.716], [-0.298, 1.533, 1.669], [0.267, 2.983, 0.826], [1.219, 1.941, -1.006], [-0.329, 1.379, -0.746], [2.226, -0.153, 0.166], [1.298, -0.641, -1.253], [0.332, -0.615, 1.429], [-2.463, -1.319, -1.220], [-0.815, -1.606, -1.972], [-1.600, -2.832, -1.156]],
  "atomic_forces_ev_per_a": [[-0.46, 0.84, -1.59], [0.73, 1.48, 0.27], [-2.13, -2.99, -1.89], [1.59, 0.69, 2.15], [-0.59, 2.01, -1.59], [0.63, -2.17, -0.47], [-0.08, -0.70, -0.01], [0.07, -0.40, -0.15], [0.27, -0.01, 0.07], [-0.06, -0.14, 0.67], [0.38, -0.02, 0.50], [-0.36, -0.73, -0.02], [0.06, 0.14, 0.30], [0.26, 1.30, 0.37], [-0.01, -0.60, 0.21], [0.18, 0.29, 0.16], [-0.14, 0.79, 0.82], [-0.35, 0.24, 0.20]],
  "mulliken_charge": [-1.15, -0.29, -0.73, -0.25, 0.59, -0.97, -0.64, 0.29, 0.36, 0.35, 0.43, 0.24, 0.31, 0.32, 0.25, 0.27, 0.29, 0.33],
  "homo_ev": -9.456,
  "gap_ev": 10.357,
  "relative_energy_ev": 1.096,
  "smiles": "CCCNC(C)=O"
}


Record 3
{
  "formula": "C12H7BrCl2IS4SbW",
  "method": "wB97M-V/def2-TZVPD",
  "elements": ["W", "S", "Sb", "S", "S", "Cl", "C", "C", "C", "C", "C", "Cl", "C", "S", "H", "H", "H", "Br", "C", "C", "C", "C", "C", "C", "I", "H", "H", "H", "H"],
  "positions_angstrom": [[-0.005, 1.554, -0.386], [1.529, 5.688, 0.053], [-0.330, 4.711, -1.065], [0.770, 2.785, -2.186], [-0.920, 3.387, 0.876], [2.056, 1.781, 0.888], [3.137, 0.515, 0.258], [4.465, 0.605, 0.612], [5.314, -0.389, 0.152], [4.817, -1.423, -0.627], [3.471, -1.471, -0.950], [2.899, -2.784, -1.917], [2.579, -0.490, -0.513], [0.857, -0.574, -0.923], [4.825, 1.422, 1.220], [6.366, -0.356, 0.401], [5.470, -2.203, -0.994], [-1.316, 0.210, 1.683], [-2.872, -0.542, 0.915], [-3.576, -1.408, 1.738], [-4.739, -1.998, 1.266], [-5.192, -1.727, -0.014], [-4.485, -0.862, -0.836], [-3.320, -0.268, -0.367], [-2.356, 0.978, -1.710], [-3.219, -1.618, 2.737], [-5.286, -2.675, 1.908], [-6.097, -2.190, -0.383], [-4.842, -0.659, -1.837]],
  "atomic_forces_ev_per_a": [[0.14, 0.04, -0.72], [0.00, -0.07, 0.00], [0.11, 0.15, 0.09], [-0.29, -0.11, 0.15], [-0.01, 0.00, -0.02], [0.49, -0.02, 0.17], [-0.22, 0.28, 0.18], [0.03, -0.05, -0.03], [0.00, -0.04, -0.03], [0.04, 0.06, 0.04], [-0.01, -0.20, -0.12], [-0.01, 0.06, 0.03], [-0.11, -0.02, 0.00], [0.13, 0.14, 0.16], [-0.02, 0.00, -0.01], [-0.01, 0.00, -0.01], [0.00, 0.01, 0.01], [0.11, 0.02, 0.26], [-0.23, -0.15, -0.05], [-0.12, -0.04, -0.11], [0.04, -0.01, 0.08], [-0.01, 0.04, -0.07], [-0.05, -0.11, 0.15], [-0.21, -0.21, 0.18], [0.16, 0.18, -0.32], [0.01, 0.01, -0.01], [0.00, 0.01, -0.01], [0.01, 0.01, 0.00], [0.02, 0.01, 0.00]],
  "mulliken_charge": [0.19, -0.20, 0.69, -0.33, -0.33, -0.18, 1.19, -0.99, -0.32, -0.76, 0.40, -0.19, -0.05, -0.13, 0.45, 0.40, 0.43, 0.08, 0.92, -0.69, -0.53, -0.66, -0.65, 0.36, 0.40, 0.38, 0.39, 0.39, 0.35],
  "homo_ev": [-11.302, -11.501],
  "multiplicity": 4,
  "total_charge": 1,
  "gap_ev": [6.703, 6.096],
  "relative_energy_ev": 0.206
}


Record 4
{
  "formula": "C2H6N2OS2",
  "method": "wB97M-V/def2-TZVPD",
  "elements": ["C", "C", "O", "N", "S", "N", "S", "H", "H", "H", "H", "H", "H"],
  "positions_angstrom": [[1.174, 0.890, 0.611], [-0.066, 0.205, 0.952], [-0.755, 0.390, 1.945], [-0.416, -0.839, 0.164], [-2.080, -1.421, 0.310], [0.208, -0.909, -1.031], [-0.659, -0.393, -2.388], [1.376, 1.498, 1.536], [1.038, 1.606, -0.183], [1.912, 0.167, 0.531], [-2.230, -0.264, 0.987], [0.674, -1.800, -1.253], [-0.176, 0.870, -2.179]],
  "atomic_forces_ev_per_a": [[-0.49, 2.60, 2.50], [-1.43, -0.99, 1.52], [0.36, 1.13, 0.09], [-0.90, -1.27, -0.31], [0.82, 0.26, 0.20], [1.20, -1.57, -1.58], [0.34, 1.44, -0.16], [0.05, -0.45, -0.90], [0.31, -0.15, -0.66], [1.68, -0.95, -0.82], [-0.95, -0.23, 0.26], [-0.48, 0.49, 0.65], [-0.50, -0.32, -0.79]],
  "mulliken_charge": [-1.01, 0.72, -0.66, 0.07, -0.16, -0.39, -0.09, 0.29, 0.29, 0.34, 0.20, 0.27, 0.12],
  "homo_ev": -8.864,
  "gap_ev": 9.337,
  "relative_energy_ev": 1.918,
  "smiles": "CC(=O)N(S)NS"
}